1.
Below is C23H30Cl3N9S2SiV as an isolated structure at a distorted geometry, with properties calculated with the ωB97M-V functional and the def2-TZVPD basis.

## Properties
multiplicity = 4
energy above the lowest of the compared OMol25 structures with the same formula, charge and spin = 110.8 kJ/mol
largest force on an atom = 0.0692 hartree/bohr
gap between HOMO and LUMO (alpha / beta) = 6.59 / 7.05 eV
LUMO energy (alpha / beta) = 0.21 / -0.28 eV

Element x y z (Å)
V -0.0430 -0.5885 0.1155
N -4.2146 -0.3439 1.2455
C -2.8839 -0.2202 1.0119
S -2.3420 -0.2670 -0.6250
N -2.0892 0.0095 2.0121
N -0.7829 0.0683 1.7207
C 0.0064 0.5586 2.6616
C -0.5183 1.1279 3.9192
C -1.2445 0.3548 4.8199
C -1.7290 0.9177 5.9859
C -1.5058 2.2559 6.2625
C -0.7875 3.0330 5.3701
C -0.2963 2.4723 4.2072
C 1.3965 0.5237 2.3683
C 2.3648 0.9798 3.2820
C 3.6956 0.9181 2.9478
C 4.0419 0.4040 1.6989
C 3.0347 -0.0279 0.8582
N 1.7404 0.0019 1.1588
H -4.7646 -0.7170 0.4912
H -4.4992 -0.5517 2.1897
H -1.4083 -0.6893 4.6064
H -2.2875 0.3104 6.6822
H -1.8952 2.6936 7.1680
H -0.6181 4.0801 5.5729
H 0.2594 3.0771 3.5029
H 2.0360 1.3733 4.2317
H 4.4552 1.2654 3.6306
H 5.0716 0.3297 1.3890
H 3.3112 -0.4062 -0.1153
Cl 1.1247 -4.1586 0.1181
Si 0.0116 -2.7100 1.1091
Cl -1.8618 -3.5920 1.3389
Cl 0.7619 -2.7970 3.0528
C -1.6167 -4.4995 -3.8827
C -2.3904 -3.5768 -2.9531
N -1.4435 -2.8391 -2.1588
C -0.2461 -2.3943 -2.6140
N 0.4444 -1.6050 -1.8442
C 1.7948 -1.2719 -2.2346
C 2.4153 -2.2894 -3.1809
C 1.4670 -2.4783 -4.3485
N 0.1839 -2.8743 -3.8224
C -0.6740 -3.6322 -4.7014
H -2.2809 -5.0613 -4.5391
H -1.0262 -5.1977 -3.2882
H -3.0233 -4.1496 -2.2726
H -3.0394 -2.9123 -3.5445
H -1.8124 -2.3195 -1.3689
H 2.3803 -1.2513 -1.3187
H 1.8168 -0.2705 -2.6839
H 2.5263 -3.2352 -2.6480
H 3.3935 -1.9543 -3.5226
H 1.8327 -3.2671 -5.0153
H 1.3889 -1.5489 -4.9331
H -0.0366 -4.2578 -5.3351
H -1.2492 -2.9671 -5.3652
S 0.8038 1.7880 -1.5165
C 0.4161 3.3856 -1.5231
N -0.1880 4.0679 -0.5315
C -0.2618 5.4872 -0.7996
C 0.1766 5.5733 -2.2758
N 0.6963 4.2469 -2.5282
H -0.3528 3.6599 0.3727
H 0.4187 6.0449 -0.1459
H -1.2775 5.8603 -0.6481
H 0.9579 6.3221 -2.4317
H -0.6667 5.8076 -2.9362
H 0.9317 3.9234 -3.4495

***

2.
Below is a 2-piece molecular cluster, C3H9I3Si2 overall at a distorted geometry, with properties calculated with the ωB97M-V functional and the def2-TZVPD basis.

## Properties
energy above the lowest of the compared OMol25 structures with the same formula, charge and spin = 410.3 kJ/mol
largest force on an atom = 0.1090 hartree/bohr
gap between HOMO and LUMO = 4.32 eV
LUMO energy = -3.21 eV

Element x y z (Å)
C -1.5289 0.9483 0.9021
C 0.7301 -1.3789 1.3709
C 1.4132 1.0816 -0.2707
Si -0.0483 -0.0934 0.2208
Si -0.7868 -1.1617 -1.6669
I 0.8466 -2.7359 -2.5033
I -2.9568 -2.2958 -1.9809
I -0.4239 3.0593 -3.0753
H -1.3347 1.8239 0.1791
H -2.4646 0.4156 0.6706
H -1.3186 1.2303 1.9388
H 0.7631 -0.7713 2.3639
H 0.2258 -2.2959 1.4804
H 1.8740 -1.5393 1.2292
H 1.5050 1.5455 0.6619
H 2.3357 0.4499 -0.5244
H 1.1690 1.7179 -0.9961

***

3.
Below is a 2-piece molecular cluster, C4H12 overall at a distorted geometry, with properties calculated with the ωB97M-V functional and the def2-TZVPD basis.

## Properties
multiplicity = 2
energy above the lowest of the compared OMol25 structures with the same formula, charge and spin = 104.2 kJ/mol
charge = -1
largest force on an atom = 0.0363 hartree/bohr
gap between HOMO and LUMO (alpha / beta) = 2.89 / 11.54 eV
LUMO energy (alpha / beta) = 4.44 / 4.47 eV

Element x y z (Å)
C 0.5680 1.9865 -0.7015
C 0.6898 2.3822 0.7578
H 1.4136 1.6414 -1.2807
H -0.1323 1.1725 -0.9107
H 0.1352 2.7460 -1.3729
H -0.3287 2.4147 1.2127
H 0.6393 3.4610 0.8206
H 1.4956 1.9100 1.4094
C 0.2275 -2.2687 0.0334
C -1.3166 -2.1203 -0.0552
H 0.4690 -2.3592 1.0567
H 0.6778 -3.1940 -0.3454
H 0.7173 -1.5121 -0.5660
H -1.8122 -2.8247 -0.7163
H -1.6305 -1.0722 -0.2463
H -1.8126 -2.3632 0.9044

***

4.
Below is C23H23IrN6O4S as an isolated structure, with properties calculated with the ωB97M-V functional and the def2-TZVPD basis.

## Properties
multiplicity = 5
largest force on an atom = 0.0083 hartree/bohr
gap between HOMO and LUMO (alpha / beta) = 5.75 / 4.89 eV
LUMO energy (alpha / beta) = -0.10 / -2.75 eV

Element x y z (Å)
Ir -0.0404 0.7977 1.6007
N 2.8777 0.6933 4.9436
C 2.0340 0.7181 3.8926
S 0.3764 0.9117 4.1565
N 2.6917 0.5796 2.7174
N 1.9360 0.6119 1.6242
C 2.6721 0.5035 0.5078
C 2.3284 0.6212 -0.8455
C 3.4432 0.4698 -1.7411
C 3.3355 0.6263 -3.0803
C 2.0726 0.9761 -3.6460
C 0.9787 1.1255 -2.8673
C 1.0218 0.9222 -1.4368
O -0.0420 1.0019 -0.7816
H 2.5169 0.8860 5.8603
H 3.8685 0.7027 4.7726
H 3.7245 0.3359 0.7156
H 4.4070 0.2362 -1.3049
H 4.2004 0.5076 -3.7172
H 1.9953 1.1296 -4.7154
H 0.0148 1.3939 -3.2780
C -2.9657 3.0619 2.4707
C -2.2742 2.7815 1.1491
C -3.1048 3.1854 -0.0511
O -2.0821 1.3275 1.1079
C -0.9161 3.5158 1.1573
O -0.8966 4.7033 0.9108
O 0.1110 2.8194 1.5133
H -3.9518 2.5982 2.4902
H -3.0666 4.1387 2.5976
H -2.3708 2.6672 3.2954
H -4.1284 2.8211 0.0418
H -2.6669 2.7941 -0.9730
H -3.1056 4.2709 -0.1211
H -2.0371 1.0759 0.1695
C -0.6165 -3.3469 2.7357
C -0.6190 -1.9582 2.6956
N -0.2386 -1.2733 1.5967
C 0.0660 -1.9484 0.4988
C 0.0342 -3.3650 0.4165
C -0.2670 -4.0602 1.6168
C 0.3233 -4.0466 -0.7577
C 0.3528 -3.4898 -2.1288
C -0.5062 -2.5141 -2.6440
C -0.3574 -2.0582 -3.9735
C -1.2379 -1.1023 -4.4205
N -2.2085 -0.6009 -3.6514
C -2.2755 -1.0997 -2.4116
N -1.5086 -2.0156 -1.8609
H -0.8864 -3.8432 3.6568
H -0.8913 -1.3601 3.5511
H 0.3922 -1.3613 -0.3447
H -0.2562 -5.1418 1.6228
H 0.5252 -5.1085 -0.6775
H 1.0330 -3.9568 -2.8304
H 0.4269 -2.4456 -4.6079
H -1.1701 -0.7095 -5.4288
H -3.0718 -0.7058 -1.7887

***

5.
Below is C24H24FMnN5O3S as an isolated structure at a distorted geometry, with properties calculated with the ωB97M-V functional and the def2-TZVPD basis.

## Properties
multiplicity = 6
energy above the lowest of the compared OMol25 structures with the same formula, charge and spin = 61.6 kJ/mol
largest force on an atom = 0.0785 hartree/bohr
gap between HOMO and LUMO (alpha / beta) = 5.59 / 7.08 eV
LUMO energy (alpha / beta) = -0.36 / -0.58 eV

Element x y z (Å)
Mn -0.2352 0.2422 -0.2664
C 5.1423 2.2685 1.8014
C 4.4275 2.7016 0.5243
N 3.0025 2.8421 0.6965
C 2.1379 1.8165 0.6290
S 0.4204 2.2577 0.7278
N 2.5280 0.5940 0.4509
N 1.5397 -0.3036 0.2830
C 1.8233 -1.6061 0.1807
C 3.2287 -2.1181 0.1592
C 0.6874 -2.4461 0.0446
C 0.7516 -3.8406 -0.1457
C -0.4024 -4.5654 -0.2918
C -1.6360 -3.8968 -0.2391
C -1.6448 -2.5299 -0.0539
N -0.5388 -1.8017 0.0815
H 6.2178 2.3142 1.6531
H 4.8638 1.2487 2.0537
H 4.8708 2.9203 2.6298
H 4.5948 1.9610 -0.2597
H 4.8037 3.6654 0.1769
H 2.6412 3.7012 1.0772
H 3.9107 -1.2810 0.2715
H 3.4344 -2.6091 -0.7920
H 3.4099 -2.8316 0.9614
H 1.7204 -4.3095 -0.1962
H -0.3667 -5.6333 -0.4462
H -2.5624 -4.4337 -0.3548
H -2.5785 -1.9815 -0.0035
C -1.9269 5.4083 -5.1133
C -0.5775 4.7484 -5.3906
C 0.5135 5.8213 -5.4050
C 1.8599 5.2007 -5.7409
C 2.1579 4.1195 -4.7472
C 3.4692 3.8205 -4.4060
C 3.7390 2.7811 -3.5291
F 5.0250 2.5221 -3.2023
C 2.7353 2.0102 -3.0019
C 1.4042 2.3189 -3.3148
C 0.3593 1.5076 -2.7369
O 0.6463 0.4337 -2.1146
C -0.9694 1.9995 -2.9052
C -1.2012 3.0490 -3.7453
N -0.2305 3.7180 -4.4080
C 1.0999 3.4005 -4.1714
C -2.1351 1.4234 -2.1091
O -3.2733 1.6211 -2.4926
O -1.8064 0.7826 -1.0454
H -2.0276 6.2770 -5.7590
H -1.9808 5.7428 -4.0806
H -2.7628 4.7481 -5.3223
H -0.6173 4.2641 -6.3782
H 0.5626 6.2864 -4.4174
H 0.2560 6.5879 -6.1363
H 2.6487 5.9528 -5.7386
H 1.8278 4.7578 -6.7415
H 4.2815 4.3974 -4.8197
H 2.9337 1.1772 -2.3464
H -2.2230 3.3603 -3.8892

***

6.
Below is H4O2Rb as an isolated structure at a distorted geometry, with properties calculated with the ωB97M-V functional and the def2-TZVPD basis.

## Properties
multiplicity = 2
energy above the lowest of the compared OMol25 structures with the same formula, charge and spin = 27.0 kJ/mol
charge = +2
largest force on an atom = 0.0381 hartree/bohr
gap between HOMO and LUMO (alpha / beta) = 15.64 / 4.83 eV
LUMO energy (alpha / beta) = -9.04 / -17.28 eV

Element x y z (Å)
Rb 1.3729 0.2096 -1.7572
O -1.0430 -1.0396 -0.9052
H -0.9743 -0.2532 -0.3637
H -1.5857 -1.6378 -0.3916
O 0.7476 1.0581 0.7791
H 1.4969 0.7894 1.3106
H -0.0145 0.8735 1.3280

***

> Look up the largest force on an atom of the second one.

0.1090 hartree/bohr

***

> Which formula does entry 2 have?

C3H9I3Si2